[1]
# C36H93N9O4

A cluster of 10 separate species, C36H93N9O4 in total at a distorted geometry (the ωB97M-V functional and the def2-TZVPD basis, OMol25).

The geometry in XYZ format:
```
142
Properties=species:S:1:pos:R:3
H 1.945 11.549 1.330
H -7.539 -2.883 -6.466
C -0.295 1.642 -0.603
C -7.173 -2.175 -7.209
H -1.851 -9.796 -2.067
N -7.841 -0.885 -6.938
H -0.674 -8.478 7.711
H -0.183 -1.328 1.329
C 1.070 -6.620 -3.695
H 14.019 4.219 -0.287
N 11.130 4.811 -0.177
H -1.992 -6.976 6.489
H 2.168 11.984 -0.327
H -4.161 -0.537 5.059
H -3.710 0.807 4.320
H 1.575 -9.191 -2.719
H -1.154 8.656 -0.713
H -10.748 -0.275 -5.494
N -3.791 -0.191 4.185
H -3.048 -7.222 -3.295
H 9.438 4.054 -2.190
H -0.962 -6.426 -3.534
H 12.829 5.390 0.960
H -3.297 -9.870 8.992
C 0.822 0.517 1.756
C 13.366 3.886 -1.093
C 11.844 3.637 -0.701
C -0.471 11.914 0.392
H -1.983 10.114 -1.229
H 1.946 -7.176 -3.360
H -5.601 -0.493 -8.470
H 3.899 10.460 0.408
H 3.406 1.913 8.364
H -3.746 -8.660 6.284
C 1.099 1.957 1.346
H 11.350 3.278 -1.604
H -6.101 -2.037 -7.073
H 3.463 2.094 6.792
C 0.072 -0.328 1.012
H -0.260 12.648 -0.386
N -1.857 -9.770 6.606
H -9.206 0.001 -4.756
H 11.455 7.291 0.391
C 11.250 6.740 1.309
C -0.882 -8.771 6.682
H -7.132 -2.248 -9.505
C 2.929 10.038 0.146
H 1.365 -9.778 -0.281
H 11.755 7.226 2.143
C 11.744 5.331 1.046
H -1.944 -12.396 5.807
H -6.992 -3.756 -8.722
H -2.905 -0.539 3.848
H 2.671 9.170 0.753
H 2.977 9.700 -0.889
H -1.457 11.461 0.287
C -1.081 9.519 -1.375
H -5.116 1.634 -2.951
H 0.972 -6.848 -4.756
H -6.297 0.667 -3.658
O 1.050 0.025 2.927
H -8.005 1.138 -7.694
C 9.671 4.574 -0.070
C -0.566 0.106 -0.166
N -0.458 -8.488 -3.010
O 1.872 2.727 2.050
H -0.084 7.615 4.035
H -4.477 -0.229 3.445
H 9.086 5.213 0.591
H 1.103 9.677 -1.478
C -0.197 -6.990 -3.000
C -7.497 -2.794 -8.635
C -1.750 -8.759 -2.387
H 0.897 3.423 -0.232
H -4.659 -8.896 8.607
H 7.943 4.624 -1.437
H -5.947 1.213 -8.798
H -0.289 -6.608 -1.983
H -9.345 -2.122 -6.204
H -0.412 -6.904 5.783
H -3.157 -12.301 7.042
H -0.123 -9.097 -0.211
H 9.504 3.579 0.344
C -9.715 -0.009 -5.720
H -1.803 -8.216 -1.444
H -3.940 -10.283 6.666
O -0.987 2.114 -1.551
C 9.025 4.752 -1.462
C -6.131 0.389 -8.109
H 2.960 3.356 7.673
C 0.269 10.335 -1.230
H 0.028 -9.194 6.256
H -3.904 -8.659 -2.796
H -1.745 -7.786 4.939
H -8.013 -0.114 -8.905
C -3.312 -9.429 6.923
C -1.382 -10.931 7.373
H 1.348 -5.574 -3.566
H 0.409 -10.349 -2.473
C 1.864 11.158 0.316
C 0.562 -9.280 -2.326
C 0.634 2.457 0.173
C -1.281 -7.552 5.897
C -9.215 -1.137 -6.652
O -1.349 -0.596 -0.774
H 10.197 6.948 1.502
H -0.360 8.164 2.542
H -6.266 0.907 -2.012
H -5.645 0.755 -7.205
H 4.553 2.990 7.712
C -2.081 -12.236 6.877
H -9.571 0.985 -6.141
C 0.781 -9.030 -0.816
N -5.710 0.824 -2.851
C -7.591 0.160 -7.938
H -1.133 13.258 1.941
H -9.752 -1.280 -7.590
H -2.814 -8.627 -4.272
C -3.604 -9.029 8.369
H 11.580 4.648 1.880
N 3.625 2.596 7.654
H -8.577 -2.877 -8.754
C -0.379 12.487 1.782
H 1.161 -8.025 -0.631
H 13.397 4.568 -1.944
H -1.252 6.844 3.175
H -0.408 11.712 2.548
H -1.084 9.112 -2.386
C -2.973 -8.308 -3.242
H 0.522 13.091 1.893
H 0.307 6.677 2.736
N 0.483 10.821 0.153
H -1.533 -10.752 8.438
H -5.052 0.076 -2.685
H 13.672 2.913 -1.475
N -0.369 7.329 3.110
H 9.166 5.761 -1.850
H -0.301 -10.998 7.248
H 11.782 2.796 -0.010
H -1.707 -13.046 7.502
H 0.303 11.172 -1.927
H -2.957 -8.224 8.717
```

* M: 716.2 g/mol
* LUMO level: -5.368 eV
* frontier orbital gap: 2.74 eV
* charge: +2

---

[2]
# C3H6N2O3S

The molecule C3H6N2O3S at a distorted geometry (the ωB97M-V functional and the def2-TZVPD basis, OMol25).

The geometry in XYZ format:
```
15
Properties=species:S:1:pos:R:3
H -0.213 -0.970 -1.361
O -0.997 1.594 1.259
S 1.497 -1.130 0.302
C -1.247 -0.610 0.355
H -1.312 -0.934 1.388
O 3.009 0.997 -0.278
H -2.787 -0.512 -1.065
N -2.624 -0.896 -0.137
H -2.612 -1.899 -0.323
C -0.064 -1.357 -0.392
C -1.203 0.861 0.263
H -0.253 -2.480 -0.231
O -1.347 1.249 -1.051
H -1.414 2.286 -1.030
N 1.824 0.681 -0.292
```

* M: 150.2 g/mol
* LUMO level: -0.831 eV
* frontier orbital gap: 8.61 eV
* relative energy (zero: lowest compared OMol25 entry of this formula, charge and spin): 64.3 kcal/mol
* structure (SMILES): N[C@@H](CSN=O)C(=O)O

---

[3]
# C33H28Cl2MoN8O3S

A structure of composition C33H28Cl2MoN8O3S (the ωB97M-V functional and the def2-TZVPD basis, OMol25).

The geometry in XYZ format:
```
76
Properties=species:S:1:pos:R:3
H -2.924 0.480 5.791
O -0.105 -1.924 0.387
N -1.377 -1.421 -1.620
C -0.196 4.662 -2.403
H 6.841 -0.325 0.321
C -1.814 -0.021 2.637
C -4.061 0.718 -2.671
C -3.009 1.858 -0.434
Cl 3.248 2.533 -1.074
C -0.494 0.443 2.777
C -2.230 0.459 4.960
C 3.770 -1.419 -0.561
H 5.537 -2.417 0.103
C -4.669 1.839 -2.134
H 0.529 -7.371 -1.427
Cl 2.960 -2.917 -0.778
H -1.687 3.092 -4.676
H -0.549 4.437 -4.915
C 1.242 -6.733 0.501
C 0.845 -4.452 1.081
C 0.225 -4.239 -0.168
N 0.085 3.499 0.974
H -3.138 -0.407 1.136
H -0.194 5.557 -3.010
C 5.082 -1.459 -0.118
H 0.012 2.751 -4.978
C 5.218 0.926 -0.291
H -4.609 3.268 -0.517
H -0.754 -4.313 -2.437
C -0.259 -2.920 -0.479
C -0.034 3.469 -0.365
H 0.327 4.363 1.426
H 0.215 2.651 1.487
H 0.921 -3.617 1.766
H 3.206 1.319 3.131
C -0.023 0.801 4.050
C 1.574 0.847 1.825
C -0.674 3.441 -4.499
C 3.902 0.959 -0.717
N -0.934 -2.709 -1.601
N -2.165 -0.579 1.338
C -0.008 4.699 -1.070
H 1.841 -5.826 2.374
N -0.403 3.494 -3.050
N 0.300 0.538 1.652
C -2.672 0.008 3.696
Mo -0.537 -0.064 -0.269
O -0.433 -5.218 -2.294
C 2.146 1.107 3.075
H 5.778 1.851 -0.214
H -2.551 2.281 0.450
C -0.382 2.286 -2.358
H -5.557 2.257 -2.596
C 1.352 -5.675 1.418
C 0.629 -6.557 -0.717
H -2.049 -1.586 1.391
C -2.326 -1.079 -2.399
C 3.120 -0.211 -0.857
H -0.561 1.114 6.118
C 1.349 1.114 4.181
H -3.695 -0.337 3.570
C -0.926 0.816 5.140
H 0.162 5.635 -0.553
N -0.221 2.296 -0.979
N -2.407 0.784 -0.963
H 1.754 1.344 5.162
C -4.144 2.409 -0.983
C 5.805 -0.289 0.009
H 2.171 0.923 0.935
H -4.443 0.229 -3.560
H -2.700 -1.750 -3.163
C -2.944 0.200 -2.049
O -0.555 1.249 -2.980
H 1.646 -7.707 0.755
S 1.503 -0.156 -1.607
C 0.121 -5.310 -1.080
```

* M: 783.6 g/mol
* multiplicity: 3
* LUMO level (alpha / beta): -6.435 / -7.072 eV
* frontier orbital gap (alpha / beta): 6.28 / 5.64 eV
* relative energy (zero: lowest compared OMol25 entry of this formula, charge and spin): 0.0 kcal/mol
* charge: +2

---

[4]
# C11H24O8S2

A cluster of 2 separate species, C11H24O8S2 in total (the ωB97M-V functional and the def2-TZVPD basis, OMol25).

The geometry in XYZ format:
```
45
Properties=species:S:1:pos:R:3
C -5.195 -0.322 -1.870
C 2.451 3.402 3.951
C -1.055 0.053 -3.670
O -3.451 -0.510 -3.550
H -0.149 1.517 5.095
H -0.481 0.772 -0.564
O 2.942 -1.471 -0.492
H 1.154 -4.499 -2.921
S 2.442 2.139 2.678
H 2.770 -4.755 -2.215
H -0.404 0.223 -4.530
H 2.624 4.359 3.464
H 1.630 0.085 3.541
H 0.316 3.681 3.988
H -5.741 -0.414 -2.809
C 0.872 1.745 4.795
C -0.252 0.138 -1.423
H -0.802 -0.805 -1.361
O 1.154 -0.181 -1.428
H 0.357 1.051 2.776
H 1.538 1.365 5.573
H 1.067 3.778 5.581
H -1.015 -1.013 -3.424
H -2.696 1.423 -3.565
C -2.501 0.432 -3.996
H -5.426 0.654 -1.442
H -3.338 -1.436 -1.724
C -3.702 -0.494 -2.145
H 3.273 3.169 4.627
C 2.532 -2.827 -0.503
C 1.744 -4.425 -2.011
O 1.878 2.706 1.477
O 1.719 -3.070 -1.610
S 1.896 -0.338 0.002
H -5.576 -1.083 -1.188
H 1.311 -5.083 -1.247
C 1.206 1.082 3.456
O -0.538 0.818 -2.582
H 1.996 -3.045 0.428
H -2.635 0.497 -5.077
H 3.464 -3.398 -0.560
H -3.124 0.312 -1.682
C 1.093 3.255 4.626
O 0.934 -0.961 0.904
O 3.717 1.470 2.625
```

* M: 348.4 g/mol
* LUMO level: 0.649 eV
* frontier orbital gap: 10.25 eV
* relative energy (zero: lowest compared OMol25 entry of this formula, charge and spin): 14.4 kcal/mol

---

[5]
# C5H9N3

A structure of composition C5H9N3 at a distorted geometry (the ωB97M-V functional and the def2-TZVPD basis, OMol25).

The geometry in XYZ format:
```
17
Properties=species:S:1:pos:R:3
C 1.363 -0.466 -0.908
H -0.497 -1.637 -0.768
H -0.262 -0.280 1.788
H 1.366 -1.295 1.469
H 2.489 -1.033 -0.985
H 0.610 1.956 -0.581
H -2.383 1.404 0.053
H 1.448 0.109 -1.869
C -1.867 0.493 -0.225
C 0.066 -0.870 -0.482
H 2.141 0.936 1.103
C 0.568 -0.647 1.055
N 0.199 1.390 0.104
N -0.591 0.403 -0.570
C 1.363 0.412 0.429
N -2.485 -0.600 0.095
H -3.529 -0.275 0.291
```

* M: 111.1 g/mol
* LUMO level: 0.985 eV
* frontier orbital gap: 9.50 eV
* relative energy (zero: lowest compared OMol25 entry of this formula, charge and spin): 118.0 kcal/mol

---

[6]
# C3H10NO3S

A cluster of 4 separate species, C3H10NO3S in total at a distorted geometry (the ωB97M-V functional and the def2-TZVPD basis, OMol25).

The geometry in XYZ format:
```
18
Properties=species:S:1:pos:R:3
H 1.277 2.433 0.662
O 1.333 -0.153 -3.506
H 1.577 -0.153 -4.434
H 0.183 -1.474 -2.140
O -1.707 2.033 -0.458
O 0.679 1.759 0.341
H -0.732 2.114 -0.132
N 1.540 -0.575 -1.040
H 1.129 -0.669 1.289
C 0.386 -1.109 -1.125
S -0.863 -0.491 2.650
C 0.080 -0.404 1.191
H -1.823 1.082 -0.414
H 1.293 0.196 -0.399
C -0.451 -0.938 -0.031
H 1.997 -0.375 -1.961
H -1.517 -1.072 0.029
H 0.003 0.775 0.985
```

* M: 140.2 g/mol
* LUMO level: 1.174 eV
* frontier orbital gap: 5.50 eV
* relative energy (zero: lowest compared OMol25 entry of this formula, charge and spin): 145.4 kcal/mol
* charge: -1

---

[7]
# C31H37As3Cl2F5NO2Pt

A structure of composition C31H37As3Cl2F5NO2Pt (the ωB97M-V functional and the def2-TZVPD basis, OMol25).

The geometry in XYZ format:
```
82
Properties=species:S:1:pos:R:3
C 0.700 -0.664 -3.896
H 0.655 1.483 -4.218
C -3.006 3.323 -1.030
C 3.378 1.249 -1.172
C -0.308 2.949 -1.093
H -2.115 -3.552 -0.461
O -0.390 0.779 2.221
H -3.245 -0.035 3.482
As 1.969 -0.079 -1.161
H 2.303 1.760 8.813
H -2.841 -0.028 -2.630
Cl 2.842 0.922 3.333
H -2.091 -0.786 -5.599
C -2.894 -1.035 -2.218
H 3.500 1.649 -0.168
H -1.875 -3.929 -2.190
C 3.740 1.663 5.755
H -0.800 1.398 -6.553
H -0.890 0.688 -4.502
H 1.114 -1.584 6.473
C -1.801 -3.096 5.645
C 2.658 1.176 5.046
H -2.035 1.116 4.110
C -1.452 0.110 2.341
F -2.734 5.509 -1.871
C -2.433 2.129 -0.624
H -0.331 0.956 -2.855
C 1.425 0.882 5.649
C 2.942 -1.587 -0.402
C -0.216 -1.801 -3.411
Cl -0.173 0.946 7.845
O -1.873 -0.612 1.392
C 0.142 -1.731 6.017
C -0.833 4.158 -1.512
C -2.185 0.134 3.659
C -0.375 -0.743 5.186
H -0.498 -3.970 -1.056
F -4.333 3.497 -0.992
H -0.442 1.099 -8.265
C 3.630 1.857 7.123
H -2.358 -4.006 5.822
H -3.299 -1.724 -2.959
H -1.004 -1.990 -4.139
H 0.876 1.426 -7.137
F 1.042 2.858 -1.170
C -1.623 -0.929 4.577
C -2.308 -2.117 4.802
C 1.341 1.135 7.021
H -1.862 -2.433 -6.240
H 3.114 2.060 -1.845
C -1.070 1.892 -0.640
C -0.008 0.690 -3.864
H -0.156 -3.649 6.912
As -1.122 -1.601 -1.691
H 3.184 -1.369 0.637
H 2.316 -2.478 -0.432
N 0.355 0.427 4.894
C 2.426 1.590 7.753
H -3.266 -2.262 4.317
H 4.301 0.770 -1.499
H 3.858 -1.763 -0.965
C -1.738 -1.370 -6.447
C -2.200 4.348 -1.478
H -3.522 -1.009 -1.330
H 0.365 -2.725 -3.328
C 1.182 -1.021 -5.320
H 2.447 -1.619 -3.047
As 0.108 -0.990 -6.982
H 4.473 2.225 7.691
H 1.604 -2.030 -5.303
C -1.433 -3.472 -1.305
H 2.013 -0.361 -5.591
H 4.662 1.872 5.231
F -3.307 1.192 -0.205
C -0.095 0.941 -7.244
Pt -0.216 0.052 -0.029
H 0.361 0.690 3.912
F -0.042 5.147 -1.947
H -2.348 -1.124 -7.317
C -0.571 -2.893 6.256
C 1.989 -0.627 -3.053
H 2.704 0.047 -3.529
```

* M: 1041.4 g/mol
* multiplicity: 3
* LUMO level (alpha / beta): 0.293 / -0.921 eV
* frontier orbital gap (alpha / beta): 7.39 / 6.73 eV
* relative energy (zero: lowest compared OMol25 entry of this formula, charge and spin): 0.0 kcal/mol

---

[8]
# C4H7NO

A structure of composition C4H7NO at a distorted geometry (the ωB97M-V functional and the def2-TZVPD basis, OMol25).

The geometry in XYZ format:
```
13
Properties=species:S:1:pos:R:3
H 1.197 1.061 0.885
H 0.616 0.067 -1.863
H 0.361 -1.100 1.645
H -1.381 -0.475 1.182
H -0.210 -2.274 -0.442
H 1.786 -0.904 -0.659
C 0.383 0.607 0.274
O -1.111 2.602 0.456
N -0.282 -1.284 -0.442
H -1.242 1.109 -0.935
C 0.838 -0.364 -0.792
C -0.323 -0.608 0.866
C -0.632 1.562 -0.174
```

* M: 85.1 g/mol
* LUMO level: 0.524 eV
* frontier orbital gap: 9.84 eV
* relative energy (zero: lowest compared OMol25 entry of this formula, charge and spin): 71.2 kcal/mol

---

[9]
# H41O20

A structure of composition H41O20 at a distorted geometry (the ωB97M-V functional and the def2-TZVPD basis, OMol25).

The geometry in XYZ format:
```
61
Properties=species:S:1:pos:R:3
H 2.184 -2.627 -1.266
H -3.966 -0.439 5.154
H 0.405 1.679 -0.657
H -1.698 -0.281 3.277
H 5.605 -1.934 -0.856
O 1.290 0.422 -3.624
H 1.588 -1.577 5.319
H -3.407 0.927 4.576
H 0.410 2.163 -2.509
H -0.428 2.788 2.523
H -0.638 2.340 -3.763
H -3.478 0.019 1.285
H 0.259 -3.340 -1.682
H 2.886 1.189 2.547
H 1.928 1.672 -0.100
H 0.133 -1.270 5.667
H -1.567 -2.175 -4.147
O -1.835 0.370 2.562
H 1.054 -2.681 -2.871
H -0.508 -0.008 0.516
O 0.042 2.036 2.151
H -3.143 1.353 -1.761
O -0.459 1.892 -2.896
H 1.904 0.521 -4.357
H -4.061 1.302 -4.644
H -3.417 3.740 3.679
H -1.436 2.005 -2.183
H 3.335 -0.034 1.909
H -0.184 -0.984 2.355
H 5.491 -2.345 0.509
H -3.657 0.370 -3.569
H -3.720 -0.975 0.274
H 4.262 -0.071 -2.750
H 1.916 0.605 -2.881
H 2.500 -1.278 -2.058
O 3.393 0.914 1.776
H 0.443 -2.744 0.814
H -2.182 1.304 -0.607
O -3.638 2.817 3.720
O 1.213 -3.220 0.425
O 2.718 -2.249 -1.987
H 0.926 -4.124 0.255
O -0.588 0.257 -0.408
H -4.227 2.622 2.970
H -0.627 -0.574 -0.906
O 0.799 -1.195 4.949
O 0.167 -2.724 -2.427
O 3.756 0.714 -2.314
O -1.881 -1.341 -3.805
H -1.062 -1.104 -3.366
H 4.300 0.631 -1.505
H 0.662 -1.450 3.419
O 1.332 1.826 -0.818
O -3.039 -0.309 0.501
O -2.445 1.933 -1.392
O -3.403 -0.019 4.522
O 0.594 -1.547 2.426
O 5.752 -1.537 0.020
H 0.424 1.626 2.935
H -2.520 0.944 2.867
O -3.380 1.190 -3.970
```

* M: 361.3 g/mol
* LUMO level: -2.595 eV
* frontier orbital gap: 10.36 eV
* relative energy (zero: lowest compared OMol25 entry of this formula, charge and spin): 69.8 kcal/mol
* charge: +1

---

[10]
# C5H6O

The molecule C5H6O at a distorted geometry (the ωB97M-V functional and the def2-TZVPD basis, OMol25).

The geometry in XYZ format:
```
12
Properties=species:S:1:pos:R:3
H -2.735 0.793 -2.536
H -0.683 0.010 1.459
O 1.461 -0.175 1.487
H 0.592 -1.984 2.036
C 1.011 -1.474 1.166
H 1.206 0.404 -0.993
H 0.467 -1.528 0.195
C 0.227 -0.091 0.889
C -1.856 0.773 -1.930
C -0.865 0.750 -1.247
C 0.332 0.717 -0.406
H 0.562 1.733 -0.053
```

* M: 82.1 g/mol
* LUMO level: 0.962 eV
* frontier orbital gap: 10.06 eV
* relative energy (zero: lowest compared OMol25 entry of this formula, charge and spin): 118.7 kcal/mol
* structure (SMILES): C#CC[C@H]1CO1

---

Question: Among the records above, which one has the highest M?
Answer: C31H37As3Cl2F5NO2Pt

---

Question: What is the formula in the tenth record?
Answer: C5H6O